Entry from the OMol25 dataset: one molecule with the formula C5H6O (ωB97M-V/def2-TZVPD).

Each line ends with the Mulliken charge.
Positions of all 12 atoms, in Å:
C  -2.39  -0.26  0.20  -1.017
C  -1.15  -0.03  -0.54  0.397
C  0.00  0.17  -0.87  -0.403
C  1.38  0.55  -0.68  0.154
C  2.03  -0.14  0.44  -0.412
O  2.43  -0.38  -0.90  -0.398
H  -3.28  -0.50  -0.38  0.298
H  -2.22  -1.06  0.91  0.257
H  -2.60  0.65  0.77  0.264
H  1.66  1.58  -0.91  0.357
H  1.44  -0.96  0.85  0.251
H  2.71  0.38  1.11  0.253

Computed properties:
SMILES: CC#C[C@H]1CO1
max |F|: 0.0162 hartree/bohr
multiplicity: 1
charge: 0
E_tot: -269.235225 hartree

Entry from the OMol25 dataset: C44H48N7O6RuS2SiTe as an isolated structure (ωB97M-V/def2-TZVPD).

Each line ends with the Mulliken charge.
Positions of all 110 atoms, in Å:
Ru  -0.10  0.27  0.28  1.585
C  0.40  -4.44  -6.29  -1.595
C  0.65  -3.97  -4.89  1.017
C  -0.33  -3.26  -4.19  -0.852
C  -0.11  -2.82  -2.90  -0.687
C  1.12  -3.09  -2.29  -0.181
C  2.10  -3.81  -2.96  -0.166
C  1.85  -4.24  -4.25  -0.964
S  1.36  -2.54  -0.63  0.530
O  0.09  -2.77  0.02  -0.492
O  2.53  -3.21  -0.12  -0.774
N  1.55  -0.96  -0.64  1.493
C  2.65  -0.33  -1.23  0.077
C  3.65  -0.95  -1.95  -1.028
C  4.68  -0.20  -2.56  -1.000
C  4.71  1.16  -2.47  -1.006
C  3.71  1.83  -1.72  1.367
C  3.69  3.24  -1.57  -1.233
C  2.69  3.82  -0.86  -1.270
C  1.71  3.01  -0.27  -0.442
N  1.70  1.69  -0.38  2.644
C  2.69  1.09  -1.10  -0.547
H  -0.54  -4.06  -6.69  0.340
H  0.36  -5.54  -6.33  0.334
H  1.21  -4.13  -6.96  0.368
H  -1.28  -3.04  -4.67  0.336
H  -0.87  -2.27  -2.35  0.121
H  3.03  -4.04  -2.46  0.612
H  2.61  -4.82  -4.78  0.410
H  3.65  -2.02  -2.04  0.379
H  5.45  -0.72  -3.13  0.416
H  5.48  1.74  -2.96  0.461
H  4.48  3.83  -2.03  0.433
H  2.64  4.90  -0.72  0.817
H  0.92  3.46  0.31  -0.424
C  -3.98  0.17  2.95  -1.199
C  -3.93  0.78  1.58  0.882
C  -5.00  1.51  1.11  -0.836
C  -4.94  2.05  -0.16  -1.108
C  -3.82  1.83  -0.94  -0.344
C  -2.76  1.07  -0.42  -0.032
N  -2.83  0.56  0.83  0.303
N  -1.59  0.84  -1.12  0.452
Si  -1.45  1.22  -2.84  -0.298
C  -2.73  0.21  -3.76  -1.070
C  -1.71  3.04  -3.18  -1.338
C  0.26  0.80  -3.45  -0.349
H  -4.45  -0.81  2.91  0.315
H  -4.56  0.80  3.62  0.555
H  -2.99  0.03  3.37  -0.111
H  -5.87  1.67  1.75  0.513
H  -5.76  2.65  -0.55  0.434
H  -3.73  2.27  -1.92  0.329
H  -3.74  0.61  -3.62  0.347
H  -2.73  -0.83  -3.41  0.254
H  -2.51  0.22  -4.84  0.436
H  -2.75  3.29  -3.42  0.471
H  -1.09  3.34  -4.03  0.468
H  -1.42  3.66  -2.32  0.295
H  0.75  0.10  -2.78  -0.506
H  0.88  1.70  -3.53  0.339
H  0.22  0.33  -4.44  0.561
N  3.82  1.26  2.44  -0.417
C  3.04  0.18  2.15  0.067
N  3.68  -0.95  1.79  -0.148
O  1.80  0.27  2.24  -0.125
H  4.82  1.25  2.32  0.176
H  3.36  2.13  2.63  0.201
H  4.67  -0.95  1.61  0.235
H  3.16  -1.75  1.46  -0.160
N  -0.49  1.95  2.06  0.288
C  -0.44  3.38  1.94  -0.690
C  -1.18  4.00  0.94  0.772
C  -1.04  5.37  0.73  -0.701
C  -0.17  6.11  1.52  -0.226
C  0.54  5.48  2.55  -1.041
C  0.40  4.12  2.76  -0.615
S  0.17  7.84  1.17  1.322
O  -0.79  8.20  0.14  -0.722
O  -0.02  8.51  2.44  -0.696
O  1.55  7.81  0.71  -0.678
H  -1.44  1.60  2.08  0.094
H  0.04  1.59  2.83  0.150
H  -1.81  3.40  0.30  0.453
H  -1.56  5.88  -0.07  0.583
H  1.21  6.08  3.16  0.386
H  0.97  3.61  3.53  0.553
Te  -0.70  -1.22  2.68  0.394
C  -2.31  -2.58  2.63  0.413
C  -2.63  -3.29  1.48  -0.306
C  -3.67  -4.21  1.50  -0.661
C  -4.39  -4.41  2.67  -0.573
C  -4.08  -3.69  3.82  -0.462
C  -3.04  -2.77  3.80  -0.791
C  0.69  -2.66  3.34  0.430
C  1.60  -2.29  4.33  -0.502
C  2.51  -3.21  4.82  -0.586
C  2.52  -4.51  4.32  -0.575
C  1.60  -4.88  3.34  -0.611
C  0.69  -3.96  2.85  -0.248
H  -2.05  -3.14  0.57  0.517
H  -3.91  -4.77  0.61  0.433
H  -5.21  -5.12  2.69  0.397
H  -4.65  -3.83  4.73  0.408
H  -2.79  -2.21  4.69  0.403
H  1.58  -1.28  4.73  0.442
H  3.21  -2.92  5.59  0.433
H  3.23  -5.23  4.71  0.393
H  1.60  -5.90  2.96  0.407
H  -0.01  -4.25  2.08  0.342

Computed properties:
max |F|: 0.0194 hartree/bohr
multiplicity: 6
charge: 0
E_tot: -3989.044844 hartree
⟨S²⟩: 8.764

Entry from the OMol25 dataset: one molecule with the formula CH4N2 (ωB97M-V/def2-TZVPD).

Each line ends with the Mulliken charge.
Positions of all 7 atoms, in Å:
N  0.94  -0.57  0.01  -0.593
C  -0.03  0.46  0.06  0.082
N  -1.12  0.27  -0.52  -0.588
H  1.10  -1.06  0.88  0.229
H  0.52  -1.41  -0.38  0.300
H  0.34  1.29  0.66  0.342
H  -1.75  1.03  -0.72  0.227

Computed properties:
SMILES: [H]/N=C/N
max |F|: 0.0368 hartree/bohr
multiplicity: 1
charge: 0
E_tot: -149.986103 hartree

Entry from the OMol25 dataset: C17H22N3O3PtS as an isolated structure (ωB97M-V/def2-TZVPD).

Each line ends with the Mulliken charge.
Positions of all 47 atoms, in Å:
Pt  0.71  -0.52  -0.83  1.728
N  1.70  -4.51  -2.08  -0.360
C  1.71  -3.28  -1.61  0.669
O  0.66  -2.74  -1.17  -0.796
C  3.04  -2.55  -1.58  -0.539
C  2.88  -1.08  -1.38  -0.921
H  0.84  -5.05  -2.09  0.266
H  2.53  -4.96  -2.43  0.220
H  3.56  -2.74  -2.53  0.429
H  3.65  -3.00  -0.79  0.374
H  2.62  -0.52  -2.30  0.329
H  3.61  -0.60  -0.74  0.474
N  0.24  3.88  -3.13  -0.225
C  -0.06  2.52  -3.68  -0.625
C  0.14  1.48  -2.57  1.012
O  -0.04  0.27  -2.83  -0.753
O  0.51  1.89  -1.43  -0.833
H  1.00  4.35  -3.62  0.380
H  0.51  3.72  -2.14  0.311
H  -0.57  4.50  -3.16  0.375
H  0.59  2.28  -4.51  0.320
H  -1.08  2.46  -4.04  0.324
N  1.29  -0.45  1.34  -0.511
S  0.16  -0.75  2.47  0.218
C  -1.13  -1.23  1.33  0.830
C  -1.38  -0.38  0.22  -1.314
C  -2.30  -0.82  -0.74  -0.225
C  -2.91  -2.06  -0.62  -0.667
C  -2.64  -2.87  0.49  -0.561
C  -1.73  -2.46  1.47  -0.568
C  -0.36  0.87  3.15  0.993
C  0.45  1.98  2.96  -0.176
C  0.08  3.15  3.60  -0.683
C  -1.05  3.19  4.41  -0.504
C  -1.84  2.05  4.57  -0.658
C  -1.48  0.86  3.96  -0.508
H  2.21  -0.20  1.70  0.303
H  -1.19  0.69  0.32  0.903
H  -2.56  -0.18  -1.57  0.437
H  -3.62  -2.39  -1.37  0.494
H  -3.14  -3.82  0.59  0.482
H  -1.50  -3.11  2.30  0.514
H  1.33  1.95  2.34  0.368
H  0.68  4.04  3.45  0.418
H  -1.30  4.10  4.94  0.435
H  -2.72  2.08  5.20  0.426
H  -2.07  -0.03  4.13  0.401

Computed properties:
max |F|: 0.0219 hartree/bohr
multiplicity: 5
charge: +3
E_tot: -1567.336698 hartree
⟨S²⟩: 6.037

Please write out number 3 again, unchanged.
Entry from the OMol25 dataset: one molecule with the formula CH4N2 (ωB97M-V/def2-TZVPD).

Each line ends with the Mulliken charge.
Positions of all 7 atoms, in Å:
N  0.94  -0.57  0.01  -0.593
C  -0.03  0.46  0.06  0.082
N  -1.12  0.27  -0.52  -0.588
H  1.10  -1.06  0.88  0.229
H  0.52  -1.41  -0.38  0.300
H  0.34  1.29  0.66  0.342
H  -1.75  1.03  -0.72  0.227

Computed properties:
SMILES: [H]/N=C/N
max |F|: 0.0368 hartree/bohr
multiplicity: 1
charge: 0
E_tot: -149.986103 hartree